#i
# H18O9

9 unconnected molecules or ions with the total composition H18O9 (ωB97M-V/def2-TZVPD, the OMol25 dataset).

Results
Orbital gap (spin up / spin down) = 0.1142 / 0.3876 Eh
Spin multiplicity = 2
Molar mass = 162.1 g mol⁻¹
LUMO level (spin up / spin down) = 2.9 / 3.0 eV
Net charge = -1

Atoms and positions in Å:
O  0.447  1.267  -2.522
H  0.489  1.533  -3.441
H  0.804  2.012  -2.039
O  2.490  -0.658  -1.909
H  1.762  -0.045  -2.007
H  2.666  -0.966  -2.798
O  -2.135  -2.010  1.039
H  -1.389  -1.502  0.721
H  -2.901  -1.492  0.792
O  0.013  -0.394  0.199
H  0.060  0.417  -0.306
H  0.045  -0.111  1.113
O  -1.698  0.840  2.665
H  -2.028  0.179  3.274
H  -0.754  0.687  2.633
O  0.361  2.600  0.179
H  1.063  2.596  0.829
H  0.201  3.527  0.004
O  0.808  0.171  2.727
H  1.256  0.934  2.361
H  1.498  -0.323  3.169
O  0.808  -3.147  0.375
H  0.994  -2.209  0.345
H  -0.148  -3.202  0.391
O  -1.910  -0.074  -2.494
H  -1.760  -0.955  -2.835
H  -1.040  0.325  -2.468

#ii
# H18O9

9 unconnected molecules or ions with the total composition H18O9 (ωB97M-V/def2-TZVPD, the OMol25 dataset).

Results
Orbital gap (spin up / spin down) = 0.1001 / 0.3614 Eh
Spin multiplicity = 2
Molar mass = 162.1 g mol⁻¹
LUMO level (spin up / spin down) = 2.9 / 2.9 eV
Net charge = -1

Atoms and positions in Å:
O  1.678  -1.770  -0.337
H  2.037  -1.373  -1.131
H  1.441  -2.659  -0.600
O  -0.696  0.281  0.160
H  -1.115  -0.571  0.037
H  0.124  0.082  0.611
O  -2.216  -3.684  -0.882
H  -2.406  -4.123  -1.711
H  -2.526  -2.788  -1.009
O  0.255  2.301  -1.924
H  -0.023  2.359  -2.838
H  -0.202  1.532  -1.583
O  -0.950  2.756  1.387
H  -0.357  2.202  1.896
H  -1.257  2.190  0.678
O  1.430  1.391  2.181
H  1.785  0.527  2.388
H  1.435  1.859  3.016
O  2.280  -1.236  2.031
H  2.201  -1.437  1.098
H  1.866  -1.978  2.472
O  -3.424  -1.274  -1.751
H  -3.236  -0.431  -1.339
H  -3.866  -1.048  -2.569
O  2.252  2.476  -0.180
H  1.988  2.095  0.658
H  1.504  2.323  -0.758

In order of decreasing stability: #ii, #i.

#i
# C6H8LiNaO6

A molecular structure, C6H8LiNaO6 (ωB97M-V/def2-TZVPD, the OMol25 dataset).

Results
Orbital gap (spin up / spin down) = 0.1870 / 0.1869 Eh
Molar mass = 206.1 g mol⁻¹
LUMO level (spin up / spin down) = -0.4 / -0.4 eV

Atoms and positions in Å:
O  -2.240  1.563  1.486
C  -2.499  1.189  0.227
C  -2.222  2.995  1.570
O  -2.212  2.217  -0.621
C  -1.975  3.424  0.120
H  -1.422  3.289  2.255
H  -3.193  3.335  1.954
H  -0.940  3.742  -0.056
H  -2.668  4.193  -0.232
O  -2.157  0.035  -0.151
Li  -1.165  -0.372  -1.746
C  -0.069  -1.547  -0.234
C  1.122  -2.277  -0.761
O  2.364  -1.779  -0.144
C  3.523  -2.418  -0.380
O  3.565  -3.362  -1.213
O  4.487  -2.096  0.367
H  0.245  -0.776  0.495
H  -0.709  -2.284  0.286
H  1.284  -2.195  -1.846
H  1.069  -3.357  -0.552
Na  5.813  -3.518  -0.821

#ii
# C6H8LiNaO6

A molecular structure, C6H8LiNaO6 (ωB97M-V/def2-TZVPD, the OMol25 dataset).

Results
Orbital gap = 0.1919 Eh
Molar mass = 206.1 g mol⁻¹
LUMO level = -0.8 eV

Atoms and positions in Å:
O  0.730  -2.121  0.829
C  -0.342  1.127  1.182
C  1.818  -1.461  1.364
O  -1.123  0.285  1.668
O  0.988  0.878  1.375
C  1.448  -0.223  2.175
H  2.542  -1.144  0.584
H  2.381  -2.117  2.063
H  2.336  0.150  2.703
H  0.683  -0.502  2.916
Li  -0.950  -1.566  1.283
O  -2.068  0.834  -0.771
C  -1.520  -0.460  -1.229
C  -1.512  1.884  -1.583
O  -1.630  -1.592  -0.773
O  -0.361  -0.142  -1.814
C  -0.361  1.196  -2.320
H  -1.134  2.673  -0.925
H  -2.290  2.276  -2.244
H  0.602  1.652  -2.065
H  -0.530  1.155  -3.401
Na  0.293  -2.782  -1.014

In order of decreasing stability: #ii, #i.

#i
# C4H6NS

2 unconnected molecules or ions with the total composition C4H6NS (ωB97M-V/def2-TZVPD, the OMol25 dataset).

Results
Orbital gap (spin up / spin down) = 0.2556 / 0.2556 Eh
Molar mass = 100.2 g mol⁻¹
LUMO level (spin up / spin down) = -5.8 / -5.8 eV
Net charge = +1

Atoms and positions in Å:
C  -1.389  -0.365  -0.386
C  0.825  -0.896  0.577
C  -1.343  1.732  -1.235
C  2.053  -1.145  1.178
N  -0.282  -0.626  0.321
S  -2.787  -1.080  -0.417
H  -0.243  1.939  -1.131
H  -1.963  2.093  -0.473
H  -1.693  1.799  -2.282
H  1.785  -1.831  1.944
H  2.351  -0.297  1.632
H  2.684  -1.323  0.273

#ii
# C4H6NS

2 unconnected molecules or ions with the total composition C4H6NS (ωB97M-V/def2-TZVPD, the OMol25 dataset).

Results
Orbital gap = 0.3708 Eh
Molar mass = 100.2 g mol⁻¹
LUMO level = -5.5 eV
Net charge = +1

Atoms and positions in Å:
C  -2.171  -0.599  -0.235
C  1.049  0.806  -0.035
C  -1.671  -1.839  -0.010
C  2.212  1.609  0.044
N  0.123  0.142  -0.117
S  -2.732  0.756  -0.294
H  -1.523  -2.382  -0.933
H  -2.238  -2.534  0.823
H  -0.716  -1.626  0.380
H  2.489  1.685  1.192
H  1.964  2.705  -0.314
H  3.215  1.275  -0.502

In order of decreasing stability: #ii, #i.